The following is a quantum chemistry calculation of the molecule C6H5N3S in a non-equilibrium geometry, from OMol25.

structure (SMILES) = S=c1[nH]cc2cnccn12

```
! wB97M-V def2-TZVPD RIJCOSX def2/J DEFGRID3
* xyz 0 1
S -3.035 -1.053 -0.017
C -1.725 -0.031 -0.008
N -1.694 1.333 -0.073
C -0.417 1.852 0.029
C 0.424 0.784 0.102
C 1.857 0.528 0.021
N 2.350 -0.663 -0.095
C 1.469 -1.726 -0.038
C 0.131 -1.610 0.095
N -0.395 -0.375 0.132
H -2.591 1.779 -0.073
H -0.254 2.943 0.009
H 2.528 1.365 -0.073
H 1.948 -2.712 -0.099
H -0.595 -2.415 0.088
*
```

---

The following is a quantum chemistry calculation of a cluster of 5 separate species, C13H30NO14S3 in total in a non-equilibrium geometry, from OMol25.

```
! wB97M-V def2-TZVPD RIJCOSX def2/J DEFGRID3
* xyz -1 1
N -0.182 2.092 -0.255
O 0.049 3.325 -0.142
O -0.783 1.441 0.620
O -0.033 1.583 -1.361
O 4.035 -1.688 -1.527
C 3.507 -2.842 -1.688
O 4.045 -3.689 -2.594
C 3.301 -4.804 -2.762
C 2.413 -4.915 -1.527
C 2.331 -3.526 -0.984
H 3.983 -5.647 -2.880
H 2.804 -4.741 -3.730
H 3.040 -5.571 -0.922
H 1.451 -5.388 -1.726
H 2.373 -3.426 0.100
H 1.402 -3.036 -1.273
O 0.106 5.790 -5.106
S -1.170 6.458 -5.290
O -1.458 7.862 -4.966
O -1.823 6.186 -6.824
C -0.945 5.731 -7.716
C -1.756 5.179 -8.805
C -2.521 5.558 -4.431
H -0.256 4.938 -7.425
H -0.484 6.695 -7.932
H -2.579 5.787 -9.180
H -2.133 4.219 -8.453
H -1.178 4.975 -9.706
H -3.458 5.672 -4.977
H -2.482 5.907 -3.399
H -2.213 4.517 -4.517
O 3.432 -0.677 4.249
S 3.166 0.771 4.472
O 2.954 1.633 3.315
O 1.870 0.865 5.476
C 1.256 2.104 5.647
C -0.245 1.798 6.126
C 4.426 1.386 5.639
H 1.273 2.701 4.735
H 1.890 2.539 6.420
H -0.762 2.745 6.282
H -0.373 1.094 6.949
H -0.797 1.276 5.345
H 4.269 1.035 6.659
H 4.229 2.453 5.746
H 5.449 1.231 5.297
O -2.608 -5.444 5.234
S -2.024 -5.121 3.948
O -1.114 -6.109 3.309
O -3.279 -4.753 2.980
C -3.131 -4.508 1.532
C -4.510 -4.946 0.863
C -1.330 -3.456 3.994
H -2.328 -5.138 1.151
H -2.929 -3.438 1.471
H -4.692 -5.952 1.241
H -4.549 -4.689 -0.196
H -5.369 -4.503 1.367
H -1.381 -3.070 2.976
H -0.346 -3.646 4.423
H -1.833 -2.822 4.725
*
```

---

The following is a quantum chemistry calculation of a structure of composition C12H19AgGeO3Se in a non-equilibrium geometry, from OMol25.

```
! wB97M-V def2-TZVPD RIJCOSX def2/J DEFGRID3
* xyz 0 1
Ag 0.494 2.330 -0.851
C -1.301 1.714 5.674
Ge -0.989 0.527 4.196
C 0.421 -0.756 4.641
C -2.602 -0.463 3.632
C -0.468 1.639 2.636
Se -0.509 0.804 0.846
C 0.956 -0.497 0.967
H -2.106 1.330 6.283
H -1.568 2.732 5.354
H -0.454 1.717 6.344
H 0.135 -1.522 5.350
H 1.282 -0.180 4.956
H 0.719 -1.300 3.730
H -2.939 -1.153 4.410
H -2.247 -1.074 2.796
H -3.420 0.178 3.216
H 0.560 2.009 2.820
H -1.040 2.553 2.511
H 0.710 -1.081 1.833
H 1.957 -0.068 1.056
H 0.901 -1.078 0.032
O 0.721 -1.832 -2.852
C 0.697 -1.281 -4.112
C 0.694 -2.087 -5.314
C 0.829 -1.538 -6.569
C 0.834 -0.115 -6.702
C 0.709 0.654 -5.573
C 0.715 0.094 -4.273
C 0.805 1.009 -3.077
O 1.570 0.694 -2.134
O 0.115 2.099 -3.071
H 0.679 -2.784 -2.865
H 0.590 -3.156 -5.174
H 0.979 -2.173 -7.444
H 0.938 0.312 -7.728
H 0.632 1.743 -5.546
*
```

---

| no. | frontier orbital gap (hartree) |
| --- | --- |
| 1 | 0.279 |
| 2 | 0.227 |
| 3 | 0.301 |